A molecular structure, C17H16BCoNO6, computed with wB97M-V/def2-TZVPD.

Calculated values
Total energy, Ha: -2571.3186
HOMO energy (alpha / beta), eV: -8.11 / -8.31
Kohn-Sham gap (alpha / beta), eV: 7.1 / 7.2
⟨S²⟩: 0.776
ΔE to the lowest compared entry with this formula, charge and spin, kJ/mol: 11.5
Molecular weight, g/mol: 400.1
Spin multiplicity: 2

Geometry (Å):
Co -1.442 3.817 -0.274
O 0.105 2.673 3.244
C -0.211 3.208 2.085
O -1.359 3.257 1.656
C 0.919 3.741 1.254
C 2.281 3.689 1.446
C 3.077 4.145 0.390
C 2.508 4.596 -0.795
C 1.122 4.616 -0.893
N 0.407 4.229 0.140
C 0.225 4.959 -2.102
O 0.734 5.434 -3.092
O -1.028 4.686 -1.897
H -0.706 2.317 3.644
H 2.710 3.303 2.360
H 4.154 4.117 0.488
H 3.110 4.904 -1.638
C 0.320 -4.941 -0.399
C -0.796 -4.006 0.066
C -2.116 -4.491 -0.552
C -0.895 -4.092 1.596
C -0.541 -2.552 -0.339
C 0.655 -2.139 -0.920
C 0.892 -0.810 -1.290
C -0.111 0.094 -1.052
O -0.138 1.446 -1.276
B -1.388 1.913 -0.774
O -2.109 0.797 -0.300
C -1.300 -0.298 -0.464
C -1.545 -1.598 -0.102
H 0.059 -5.970 -0.147
H 1.270 -4.713 0.089
H 0.465 -4.887 -1.480
H -2.248 -5.559 -0.363
H -2.121 -4.331 -1.631
H -2.977 -3.972 -0.129
H -1.142 -5.111 1.906
H -1.669 -3.425 1.980
H 0.053 -3.812 2.060
H 1.441 -2.859 -1.097
H 1.824 -0.510 -1.751
H -2.489 -1.863 0.355

Mulliken population analysis, charges in e, atoms 1 to 8:
1. Co 0.06
2. O -0.43
3. C 0.52
4. O -0.58
5. C 0.48
6. C -0.43
7. C -0.32
8. C -0.46


A molecular structure, C17H16BrF6NO9P2Pt, computed with wB97M-V/def2-TZVPD.

Calculated values
Total energy, Ha: -5364.9317
Total charge: -1
HOMO energy (alpha / beta), eV: -5.50 / -7.13
Kohn-Sham gap (alpha / beta), eV: 7.4 / 5.4
⟨S²⟩: 3.762
ΔE to the lowest compared entry with this formula, charge and spin, kJ/mol: 0.0
Molecular weight, g/mol: 829.2
Spin multiplicity: 4

Geometry (Å):
Pt -0.529 0.866 0.116
O 6.075 1.547 2.203
C 5.905 1.190 1.054
O 6.501 0.912 0.033
C 4.251 1.106 0.767
C 3.825 0.897 -0.530
C 2.458 0.832 -0.717
N 1.608 0.961 0.307
C 2.046 1.158 1.547
C 3.400 1.239 1.835
C 0.997 1.283 2.635
O 1.389 1.319 3.790
O -0.218 1.346 2.219
H 4.513 0.799 -1.353
H 2.023 0.677 -1.694
H 3.717 1.400 2.851
C -3.132 -0.764 1.906
O -3.444 -0.451 0.534
P -2.789 0.856 -0.089
O -3.581 2.016 0.639
C -2.954 3.303 0.856
O -3.412 0.874 -1.540
C -2.804 0.153 -2.624
H -3.273 -1.835 2.022
H -3.815 -0.221 2.557
H -2.102 -0.510 2.149
H -3.621 3.851 1.514
H -2.832 3.829 -0.087
H -1.981 3.181 1.327
H -3.056 0.692 -3.532
H -3.216 -0.855 -2.657
H -1.723 0.097 -2.507
F 0.009 2.584 -2.069
P 0.339 4.085 -1.500
F 0.669 4.568 -2.996
F -1.216 4.476 -1.686
F 1.880 3.642 -1.278
F -0.004 3.542 0.020
F 0.653 5.539 -0.908
Br -0.154 -8.042 -0.328
C -0.167 -6.142 -0.344
C -0.222 -5.481 -1.558
C -0.228 -4.093 -1.562
C -0.186 -3.380 -0.372
C -0.132 -4.066 0.836
C -0.119 -5.455 0.857
C -0.205 -1.871 -0.412
O -0.147 -1.309 -1.516
O -0.299 -1.271 0.712
H -0.259 -6.041 -2.482
H -0.263 -3.541 -2.493
H -0.100 -3.497 1.756
H -0.073 -5.996 1.792

Mulliken population analysis, charges in e, atoms 1 to 8:
1. Pt 2.52
2. O -0.45
3. C 0.45
4. O -0.47
5. C 0.63
6. C -0.81
7. C -0.55
8. N -0.06


A molecular structure, C17H16Cl2N2O2Pd, computed with wB97M-V/def2-TZVPD.

Calculated values
Total energy, Ha: -1965.6325
Total charge: -2
HOMO energy, eV: 0.19
Kohn-Sham gap, eV: 4.4
ΔE to the lowest compared entry with this formula, charge and spin, kJ/mol: 0.0
Molecular weight, g/mol: 457.7

Geometry (Å):
Pd -0.476 1.930 1.443
Cl 5.102 -1.553 -1.974
C 3.386 -1.927 -1.975
C 2.940 -2.899 -2.850
C 1.614 -3.243 -2.903
Cl 1.101 -4.491 -4.043
C 0.669 -2.608 -2.063
C -0.708 -2.918 -2.082
C -1.564 -2.260 -1.246
C -1.045 -1.283 -0.385
N 0.224 -0.962 -0.337
C 1.106 -1.597 -1.148
C 2.551 -1.200 -1.058
O 2.973 -0.344 -0.281
H 3.651 -3.393 -3.500
H -1.067 -3.679 -2.763
H -2.624 -2.485 -1.240
H -1.689 -0.735 0.300
C -2.193 4.924 -1.826
C -2.585 3.591 -1.806
C -1.946 2.701 -0.962
N -0.952 3.053 -0.116
C -0.554 4.344 -0.173
C -1.149 5.292 -0.988
H -2.672 5.642 -2.479
H -3.380 3.230 -2.446
H -2.220 1.657 -0.934
H 0.270 4.597 0.476
H -0.780 6.310 -0.965
C -0.936 -1.452 3.419
C 0.230 -0.478 3.175
C 1.288 -0.669 4.273
O -0.207 0.823 3.161
H -0.617 -2.502 3.392
H -1.699 -1.295 2.653
H -1.389 -1.241 4.395
H 0.703 -0.776 2.222
H 0.851 -0.421 5.247
H 2.119 0.013 4.085
H 1.673 -1.696 4.305

Mulliken population analysis, charges in e, atoms 1 to 8:
1. Pd -0.36
2. Cl -0.29
3. C 0.61
4. C -0.63
5. C 0.66
6. Cl -0.35
7. C 0.35
8. C -0.67